i) Below is one molecule with the formula C3H4Si, with properties calculated with the ωB97M-V functional and the def2-TZVPD basis.

```
8
Properties=species:S:1:pos:R:3
C 0.183 -0.675 0.982
C -0.593 0.217 0.058
C 0.161 -1.095 -0.261
Si 0.130 1.898 -0.084
H 0.368 -0.863 2.015
H -1.598 0.179 -0.013
H 0.718 -1.527 -1.114
H 0.632 1.867 -1.583
```

## Properties
- total charge = 0
- gap between HOMO and LUMO (eV) = 7.371
- HOMO energy (eV) = -8.011

=====

ii) Below is a 2-piece molecular cluster, C3H4Si overall, with properties calculated with the ωB97M-V functional and the def2-TZVPD basis.

```
8
Properties=species:S:1:pos:R:3
C 1.029 0.240 -0.700
C -0.166 0.024 0.381
C 0.799 -0.951 -0.235
Si -1.933 0.157 -0.363
H 1.649 0.826 -1.330
H 0.107 0.253 1.346
H 0.815 -2.061 -0.166
H -2.301 1.512 1.065
```

## Properties
- total charge = 0
- gap between HOMO and LUMO (eV) = 7.765
- HOMO energy (eV) = -8.568

=====

Which one is most stable, and which one is least stable? i) is the most stable of them, while ii) is the least stable.

=====

i) Below is an isolated ion of composition C2H4N3S and charge +1, with properties calculated with the ωB97M-V functional and the def2-TZVPD basis.

```
10
Properties=species:S:1:pos:R:3
H -1.716 2.353 0.361
N -1.773 1.429 0.140
C -0.636 0.791 0.243
N -0.494 -0.496 -0.183
C 0.616 -1.209 -0.354
N 1.820 -1.032 0.059
S 2.775 0.180 0.363
H 0.299 1.272 0.613
H -1.326 -1.139 -0.285
H 0.435 -2.150 -0.957
```

## Properties
- total charge = +1
- gap between HOMO and LUMO (spin up / spin down) (eV) = 6.816 / 7.012
- HOMO energy (spin up / spin down) (eV) = -14.926 / -14.618
- SMILES = [H]/N=C/[NH+]=C\N=S

=====

ii) Below is a 2-piece molecular cluster, C2H4N3S overall, with properties calculated with the ωB97M-V functional and the def2-TZVPD basis.

```
10
Properties=species:S:1:pos:R:3
C -1.366 -1.705 -0.186
C -0.595 0.298 -1.223
N -0.389 -1.113 0.418
N 0.016 -0.049 -0.140
N 2.153 1.533 1.124
S -1.833 -0.844 -1.611
H -1.824 -2.614 0.157
H -0.361 1.168 -1.806
H 2.544 0.955 1.861
H 1.654 2.370 1.406
```

## Properties
- total charge = +1
- gap between HOMO and LUMO (spin up / spin down) (eV) = 5.433 / 5.312
- HOMO energy (spin up / spin down) (eV) = -14.832 / -14.767

=====

Which one is most stable, and which one is least stable? i) is the most stable of them, while ii) is the least stable.

=====

i) Below is one molecule with the formula C6H14NO3P, with properties calculated with the ωB97M-V functional and the def2-TZVPD basis.

```
25
Properties=species:S:1:pos:R:3
C 2.512 0.904 -0.608
C 1.592 0.159 -1.270
C 1.704 0.094 -2.831
N 0.572 -0.615 -0.841
P -0.118 -0.540 0.565
O 0.756 -0.708 1.852
C 0.130 -0.623 3.121
O -1.264 -1.616 0.730
C -2.548 -1.669 0.193
O -1.045 0.753 0.820
C -1.111 1.781 -0.127
H 2.499 0.851 0.483
H 3.169 1.584 -1.068
H 2.692 -0.421 -3.161
H 1.664 1.146 -3.429
H 0.823 -0.439 -3.325
H -0.973 -0.739 2.899
H 0.330 0.448 3.427
H 0.619 -1.391 3.773
H -2.909 -2.662 0.396
H -2.341 -1.662 -0.917
H -3.236 -0.848 0.425
H -1.026 2.800 0.389
H -2.098 1.717 -0.621
H -0.391 1.697 -0.874
```

## Properties
- total charge = 0
- gap between HOMO and LUMO (eV) = 8.428
- HOMO energy (eV) = -7.669
- SMILES = C=C(C)N=P(OC)(OC)OC

=====

ii) Below is one molecule with the formula C6H14NO3P, with properties calculated with the ωB97M-V functional and the def2-TZVPD basis.

```
25
Properties=species:S:1:pos:R:3
C 0.658 -1.576 0.519
C 1.719 -0.462 0.521
C 2.417 -0.306 -0.839
C 1.194 0.843 1.114
C 0.291 1.689 0.195
N -0.413 0.905 -0.839
C -1.807 1.002 -0.764
O -2.438 1.891 -0.362
O -2.433 -0.130 -1.277
P -3.307 -0.973 -0.189
O -4.723 -0.914 -0.440
H 0.083 -1.596 -0.393
H 0.033 -1.432 1.393
H 1.175 -2.508 0.694
H 2.480 -0.812 1.207
H 3.487 -0.255 -0.707
H 2.248 -1.216 -1.399
H 2.068 0.539 -1.406
H 0.613 0.589 1.993
H 2.010 1.472 1.445
H -0.367 2.284 0.815
H 0.929 2.398 -0.315
H -0.160 1.297 -1.738
H -2.784 -2.272 -0.304
H -2.975 -0.458 1.077
```

## Properties
- total charge = 0
- gap between HOMO and LUMO (eV) = 10.809
- HOMO energy (eV) = -10.246
- SMILES = CC(C)CCNC(=O)O[PH2]=O

=====

Which one is most stable, and which one is least stable? ii) is the most stable of them, while i) is the least stable.

=====

i) Below is one molecule with the formula CH4NO3P, with properties calculated with the ωB97M-V functional and the def2-TZVPD basis.

```
10
Properties=species:S:1:pos:R:3
C 0.830 -0.135 -1.592
N -0.885 0.243 1.184
O -1.410 -0.463 2.371
O 0.014 0.952 -1.172
O 1.317 -0.508 -0.267
P 0.761 0.966 0.333
H 0.243 -1.064 -1.873
H 1.749 0.201 -2.080
H -1.153 -1.330 2.065
H -1.467 1.137 1.033
```

## Properties
- total charge = 0
- gap between HOMO and LUMO (eV) = 8.573
- HOMO energy (eV) = -8.457

=====

ii) Below is a 2-piece molecular cluster, CH4NO3P overall, with properties calculated with the ωB97M-V functional and the def2-TZVPD basis.

```
10
Properties=species:S:1:pos:R:3
N 1.035 -0.765 -0.431
C 1.522 0.465 -0.199
O 1.043 1.503 -0.589
H 1.433 -1.584 -0.005
H 0.148 -0.887 -0.901
H 2.456 0.423 0.393
O -1.968 -1.349 -0.356
P -2.413 0.024 -0.210
O -1.595 0.613 1.078
H -1.662 1.557 1.221
```

## Properties
- total charge = 0
- gap between HOMO and LUMO (eV) = 9.777
- HOMO energy (eV) = -10.024
- SMILES = NC=O.O=PO

=====

Which one is most stable, and which one is least stable? ii) is the most stable of them, while i) is the least stable.

=====

i) Below is an isolated ion of composition C9H11N2 and charge +1, with properties calculated with the ωB97M-V functional and the def2-TZVPD basis.

```
22
Properties=species:S:1:pos:R:3
C -2.858 0.560 -0.848
C -2.137 -0.346 0.029
N -2.404 -0.308 1.325
N -1.398 -1.275 -0.410
C -0.159 -1.433 -0.733
C 0.931 -0.567 -0.417
C 0.668 0.760 -0.045
C 1.673 1.530 0.426
C 2.990 0.975 0.566
C 3.278 -0.328 0.161
C 2.240 -1.139 -0.342
H -3.929 0.178 -0.956
H -2.435 0.506 -1.826
H -2.934 1.570 -0.498
H -2.108 -1.030 1.856
H -3.155 0.305 1.781
H 0.100 -2.405 -1.010
H -0.297 1.278 -0.102
H 1.376 2.617 0.695
H 3.849 1.626 0.670
H 4.197 -0.900 0.366
H 2.512 -2.174 -0.688
```

## Properties
- total charge = +1
- gap between HOMO and LUMO (eV) = 8.799
- HOMO energy (eV) = -13.120
- SMILES = CC(=[NH2+])/N=C\c1ccccc1

=====

ii) Below is an isolated ion of composition C9H11N2 and charge +1, with properties calculated with the ωB97M-V functional and the def2-TZVPD basis.

```
22
Properties=species:S:1:pos:R:3
C -1.796 -1.307 -0.733
C -1.020 -0.333 0.363
C -1.886 0.847 0.504
C -1.413 2.132 0.376
C -0.106 2.392 -0.184
C 0.876 1.393 -0.154
C 2.279 1.278 -0.260
N 2.599 0.017 -0.053
N 1.496 -0.618 0.304
C 1.789 -2.028 0.343
C 0.409 0.067 0.178
H -1.405 -2.349 -0.744
H -2.843 -0.984 -0.714
H -1.603 -1.003 -1.788
H -1.105 -1.105 1.246
H -2.803 0.541 0.901
H -2.106 2.909 0.250
H 0.162 3.397 -0.274
H 2.978 1.975 -0.699
H 1.814 -2.406 -0.703
H 2.719 -2.163 1.034
H 0.963 -2.651 0.807
```

## Properties
- total charge = +1
- gap between HOMO and LUMO (eV) = 8.011
- HOMO energy (eV) = -13.884
- SMILES = C[C@@H]1C=CC=C2C=N[N+](C)=C21

=====

Which one is most stable, and which one is least stable? i) is the most stable of them, while ii) is the least stable.

=====

i) Below is a 2-piece molecular cluster, C2H6OS2 overall, with properties calculated with the ωB97M-V functional and the def2-TZVPD basis.

```
11
Properties=species:S:1:pos:R:3
C 2.510 0.549 0.079
C 1.023 0.170 -0.024
O 0.619 -0.718 -0.715
H 2.885 -0.434 0.362
H 2.589 1.304 0.855
H 2.981 0.889 -0.836
H 0.318 0.579 0.722
S -3.450 0.198 0.795
S -3.279 -0.255 -1.272
H -3.837 -1.060 1.113
H -2.359 -1.221 -1.078
```

## Properties
- total charge = 0
- gap between HOMO and LUMO (eV) = 9.297
- HOMO energy (eV) = -9.007
- SMILES = CC=O.SS

=====

ii) Below is a 2-piece molecular cluster, C2H6OS2 overall, with properties calculated with the ωB97M-V functional and the def2-TZVPD basis.

```
11
Properties=species:S:1:pos:R:3
C 2.536 -0.801 0.898
C 1.259 -0.484 0.780
O 0.873 0.712 0.237
H 2.846 -1.720 1.370
H 3.311 -0.137 0.540
H 0.470 -1.112 1.179
H -0.011 0.597 -0.139
S -2.244 1.672 -0.998
S -3.000 -0.178 -0.548
H -1.817 1.463 -2.257
H -4.223 -0.011 -1.061
```

## Properties
- total charge = 0
- gap between HOMO and LUMO (eV) = 9.137
- HOMO energy (eV) = -8.981
- SMILES = C=CO.SS

=====

iii) Below is a 2-piece molecular cluster, C2H6OS2 overall, with properties calculated with the ωB97M-V functional and the def2-TZVPD basis.

```
11
Properties=species:S:1:pos:R:3
C -1.512 -1.397 0.140
C -1.053 -0.511 -0.730
O -1.259 0.854 -0.628
H -1.056 -2.368 0.162
H -2.445 -1.246 0.658
H -0.139 -0.726 -1.275
H -1.952 1.200 -1.207
S 2.934 1.690 1.583
S 2.693 -0.106 0.572
H 2.290 2.442 0.686
H 1.498 0.166 0.038
```

## Properties
- total charge = 0
- gap between HOMO and LUMO (eV) = 8.968
- HOMO energy (eV) = -8.530
- SMILES = C=CO.SS

=====

Which one is most stable, and which one is least stable? i) is the most stable of them, while iii) is the least stable.

=====

i) Below is C3H5ClO as an isolated structure, with properties calculated with the ωB97M-V functional and the def2-TZVPD basis.

```
10
Properties=species:S:1:pos:R:3
C -0.380 -0.054 0.676
C 1.018 -0.357 0.793
C -0.448 -1.200 -0.358
H -1.095 -0.172 1.559
H 1.767 0.416 0.647
H 1.204 -0.976 1.741
H -0.791 -2.255 -0.128
H -0.800 -0.900 -1.397
O 0.980 -1.344 -0.280
Cl -0.545 1.430 -0.403
```

## Properties
- total charge = 0
- gap between HOMO and LUMO (eV) = 10.816
- HOMO energy (eV) = -9.878

=====

ii) Below is one molecule with the formula C3H5ClO, with properties calculated with the ωB97M-V functional and the def2-TZVPD basis.

```
10
Properties=species:S:1:pos:R:3
O 0.272 1.666 -0.831
C -0.108 0.294 -0.462
C -0.517 -0.142 0.897
C 0.741 -0.555 0.139
Cl 0.728 -2.134 -0.471
H -0.728 2.090 -1.329
H -0.685 -0.300 -1.146
H -1.184 -1.036 0.903
H -0.262 0.402 1.923
H 1.742 -0.284 0.378
```

## Properties
- total charge = 0
- gap between HOMO and LUMO (eV) = 10.376
- HOMO energy (eV) = -9.901
- SMILES = O[C@@H]1C[C@H]1Cl

=====

Which one is most stable, and which one is least stable? i) is the most stable of them, while ii) is the least stable.

=====

i) Below is a 2-piece molecular cluster, C7H10N2O2 overall, with properties calculated with the ωB97M-V functional and the def2-TZVPD basis.

```
21
Properties=species:S:1:pos:R:3
C 2.761 -1.038 0.266
C 1.946 0.156 0.001
C 1.276 1.122 -0.216
C 0.450 2.309 -0.484
C -0.987 2.012 -0.513
N -2.132 1.786 -0.539
H 3.456 -1.242 -0.564
H 3.357 -0.915 1.188
H 2.131 -1.939 0.389
H 0.616 3.081 0.282
H 0.713 2.758 -1.451
C -2.199 -0.421 1.217
C -1.643 -0.937 -0.085
O -2.308 -1.553 -0.918
N -0.350 -0.640 -0.338
O 0.214 -1.292 -1.438
H -2.545 -1.267 1.819
H -3.074 0.197 1.006
H -1.467 0.165 1.775
H 0.347 -0.602 0.406
H -0.562 -1.740 -1.804
```

## Properties
- total charge = 0
- gap between HOMO and LUMO (eV) = 9.648
- HOMO energy (eV) = -9.065
- SMILES = CC#CCC#N.CC(=O)NO

=====

ii) Below is one molecule with the formula C7H10N2O2, with properties calculated with the ωB97M-V functional and the def2-TZVPD basis.

```
21
Properties=species:S:1:pos:R:3
C -2.090 1.499 -0.309
N -1.025 0.920 -0.969
C -0.240 -0.256 0.004
N -1.375 -1.183 0.359
O -1.395 -1.592 1.533
O -2.144 -1.467 -0.517
C 0.382 0.316 1.196
C 1.720 0.501 1.363
C 2.641 -0.045 0.329
C 2.131 -0.789 -0.633
C 0.694 -1.011 -0.972
H -2.611 2.286 -0.929
H -2.834 0.716 -0.117
H -1.723 1.933 0.589
H -1.278 0.427 -1.852
H -0.266 0.573 1.948
H 1.872 1.008 2.375
H 3.649 0.086 0.631
H 3.006 -1.184 -1.119
H 0.453 -0.584 -1.999
H 0.435 -2.153 -0.910
```

## Properties
- total charge = 0
- gap between HOMO and LUMO (eV) = 9.186
- HOMO energy (eV) = -9.033
- SMILES = CN[C@]1([N+](=O)[O-])C=CC=CC1

=====

iii) Below is one molecule with the formula C7H10N2O2, with properties calculated with the ωB97M-V functional and the def2-TZVPD basis.

```
21
Properties=species:S:1:pos:R:3
C -1.394 -0.349 2.091
C -1.048 -1.021 0.686
C -1.815 -0.627 -0.568
O -2.937 -1.037 -0.959
N -1.141 0.205 -1.464
C 0.000 0.746 -0.805
C 1.199 1.027 -1.481
C 2.253 0.447 -0.408
C 1.436 -0.848 0.270
O 2.026 -1.912 0.573
N 0.214 -0.376 0.134
H -2.162 -0.941 2.602
H -1.636 0.619 1.894
H -0.352 -0.190 2.829
H -1.131 -2.247 0.796
H -1.730 0.729 -2.025
H -0.001 1.726 -0.148
H 1.407 2.120 -1.589
H 1.099 0.534 -2.300
H 2.514 1.134 0.697
H 3.202 0.261 -0.824
```

## Properties
- total charge = 0
- gap between HOMO and LUMO (eV) = 9.939
- HOMO energy (eV) = -9.436
- SMILES = C[C@H]1C(=O)N[C@@H]2CCC(=O)N21

=====

iv) Below is one molecule with the formula C7H10N2O2, with properties calculated with the ωB97M-V functional and the def2-TZVPD basis.

```
21
Properties=species:S:1:pos:R:3
C -1.946 -1.342 0.148
C -0.775 -0.861 -0.740
C -1.192 0.278 -1.422
O -2.220 0.588 -2.072
N -0.027 1.132 -1.447
C 1.112 0.744 -0.547
C 1.566 1.607 0.683
C 1.661 0.556 1.754
C 0.838 -0.664 1.366
O 0.609 -1.614 2.002
N 0.429 -0.477 0.116
H -2.604 -0.559 0.609
H -1.536 -2.132 0.891
H -2.701 -1.943 -0.551
H -0.536 -1.675 -1.515
H 0.195 1.734 -2.245
H 2.101 0.493 -1.014
H 0.877 2.521 0.864
H 2.546 2.075 0.493
H 2.823 0.276 2.092
H 1.331 0.927 2.796
```

## Properties
- total charge = 0
- gap between HOMO and LUMO (eV) = 10.368
- HOMO energy (eV) = -9.732
- SMILES = C[C@H]1C(=O)N[C@H]2CCC(=O)N21

=====

Which one is most stable, and which one is least stable? iv) is the most stable of them, while ii) is the least stable.